[1]
Density functional theory data (ωB97M-V/def2-TZVPD) for a 10-piece molecular cluster, C40H80O14 overall at a distorted geometry.

Last column: Löwdin charge in e.
Element x y z (Å)
C (-5.525, -1.125, 0.251)  -0.138
C (-4.812, -2.312, 0.835)  -0.278
O (-4.920, -2.280, 2.203)  0.074
C (-3.861, -1.996, 2.860)  -0.616
O (-2.747, -1.858, 2.376)  0.099
O (-4.227, -2.005, 4.132)  0.002
C (-3.481, -1.641, 5.260)  -0.055
H (-5.430, -0.235, 0.873)  0.062
H (-6.580, -1.352, 0.103)  0.063
H (-5.127, -0.866, -0.731)  0.054
H (-3.828, -2.408, 0.377)  0.112
H (-5.256, -3.230, 0.451)  0.119
H (-2.695, -0.920, 5.034)  0.073
H (-2.957, -2.559, 5.526)  0.094
H (-4.123, -1.287, 6.066)  0.093
C (3.251, 0.441, -3.671)  -0.061
C (3.767, 0.423, -2.214)  -0.217
O (3.635, -0.911, -1.932)  0.019
C (4.693, -1.689, -1.869)  -0.546
O (5.821, -1.389, -2.308)  0.076
O (4.428, -2.828, -1.222)  0.002
C (5.316, -3.921, -1.310)  -0.050
H (3.129, 1.467, -4.019)  0.072
H (2.292, -0.068, -3.768)  0.056
H (3.878, -0.133, -4.354)  0.075
H (3.075, 1.154, -1.795)  0.109
H (4.791, 0.787, -2.125)  0.130
H (5.666, -4.329, -0.361)  0.098
H (6.195, -3.657, -1.898)  0.084
H (4.921, -4.669, -1.998)  0.093
C (-1.868, 2.650, -5.401)  -0.176
C (-0.752, 3.332, -4.559)  -0.173
C (-0.674, 2.422, -3.272)  -0.149
O (-1.808, 1.505, -3.368)  -0.158
C (-2.719, 1.997, -4.308)  -0.291
H (-1.401, 1.953, -6.097)  0.100
H (-2.437, 3.378, -5.979)  0.093
H (-0.928, 4.392, -4.371)  0.084
H (0.201, 3.471, -5.070)  0.088
H (-0.723, 3.166, -2.477)  0.096
H (0.247, 1.840, -3.307)  0.100
H (-3.447, 2.642, -3.817)  0.089
H (-3.332, 1.232, -4.786)  0.096
C (0.874, -3.752, -5.382)  -0.186
C (-0.363, -4.077, -4.612)  -0.230
C (0.098, -4.772, -3.343)  -0.192
O (1.499, -4.387, -3.236)  -0.167
C (1.707, -3.257, -4.219)  -0.154
H (0.550, -3.060, -6.160)  0.114
H (1.244, -4.701, -5.771)  0.119
H (-1.006, -4.793, -5.124)  0.108
H (-0.892, -3.155, -4.370)  0.107
H (0.099, -5.858, -3.445)  0.113
H (-0.424, -4.380, -2.471)  0.104
H (2.727, -3.121, -4.578)  0.115
H (1.367, -2.310, -3.800)  0.093
C (-0.651, -5.014, 1.171)  -0.147
C (-0.138, -6.446, 0.779)  -0.158
C (0.412, -7.035, 2.101)  -0.201
O (0.749, -5.877, 2.874)  -0.163
C (0.415, -4.606, 2.171)  -0.176
H (-1.621, -5.069, 1.666)  0.109
H (-0.683, -4.272, 0.373)  0.086
H (0.560, -6.533, -0.053)  0.100
H (-0.927, -7.104, 0.413)  0.093
H (1.420, -7.403, 1.911)  0.110
H (-0.284, -7.753, 2.535)  0.111
H (1.238, -4.142, 1.627)  0.106
H (0.091, -3.813, 2.845)  0.108
C (3.106, 3.010, 1.403)  -0.111
C (2.374, 4.330, 1.804)  -0.140
C (3.466, 5.068, 2.538)  -0.260
O (4.422, 4.199, 2.965)  -0.099
C (4.500, 3.202, 2.076)  -0.239
H (3.217, 2.979, 0.319)  0.098
H (2.537, 2.141, 1.736)  0.088
H (1.508, 3.992, 2.374)  0.073
H (2.078, 4.950, 0.957)  0.110
H (2.907, 5.546, 3.342)  0.118
H (3.908, 5.872, 1.949)  0.118
H (4.632, 2.342, 2.734)  0.116
H (5.294, 3.342, 1.343)  0.121
C (-2.857, 6.203, -1.543)  -0.205
C (-4.013, 5.475, -0.985)  -0.238
C (-3.462, 4.089, -0.682)  -0.226
O (-2.158, 4.377, -0.209)  -0.160
C (-1.669, 5.612, -0.699)  -0.201
H (-2.852, 7.293, -1.550)  0.101
H (-2.731, 6.028, -2.612)  0.093
H (-4.749, 5.350, -1.780)  0.092
H (-4.389, 5.967, -0.088)  0.109
H (-3.544, 3.470, -1.575)  0.093
H (-4.034, 3.518, 0.049)  0.092
H (-0.784, 5.532, -1.329)  0.101
H (-1.532, 6.379, 0.063)  0.104
C (-1.177, -0.149, 0.439)  -0.160
C (-1.078, -1.142, -0.742)  -0.122
C (0.231, -0.697, -1.524)  -0.177
O (0.667, 0.513, -0.905)  -0.178
C (-0.316, 1.039, -0.001)  -0.162
H (-0.807, -0.655, 1.330)  0.072
H (-2.163, 0.197, 0.750)  0.094
H (-1.938, -1.015, -1.401)  0.093
H (-1.049, -2.162, -0.360)  0.077
H (-0.056, -0.550, -2.565)  0.095
H (0.954, -1.499, -1.375)  0.106
H (-0.889, 1.823, -0.497)  0.100
H (0.201, 1.444, 0.869)  0.098
C (-2.247, 2.388, 4.847)  -0.191
C (-2.157, 3.624, 4.036)  -0.209
C (-0.925, 3.590, 3.147)  -0.154
O (-0.614, 2.173, 3.270)  -0.163
C (-1.716, 1.475, 3.793)  -0.255
H (-3.262, 2.261, 5.224)  0.107
H (-1.626, 2.299, 5.738)  0.115
H (-2.230, 4.559, 4.590)  0.112
H (-2.980, 3.513, 3.329)  0.104
H (-0.076, 4.168, 3.510)  0.100
H (-1.124, 3.775, 2.091)  0.108
H (-1.267, 0.564, 4.189)  0.111
H (-2.409, 1.204, 2.997)  0.114
C (2.622, -1.749, 3.563)  -0.150
C (1.824, -0.987, 2.472)  -0.155
C (2.841, -0.793, 1.348)  -0.189
O (4.005, -0.344, 2.056)  -0.148
C (3.992, -1.079, 3.325)  -0.185
H (2.720, -2.815, 3.361)  0.098
H (2.285, -1.529, 4.576)  0.106
H (1.429, -0.035, 2.827)  0.109
H (0.957, -1.585, 2.194)  0.084
H (2.616, -0.014, 0.620)  0.102
H (3.042, -1.758, 0.883)  0.113
H (4.053, -0.388, 4.165)  0.108
H (4.781, -1.830, 3.364)  0.109

## Properties
Frontier orbital gap (spin up / spin down) in eV: 1.6 / 9.4
Net charge: -1
2S+1: 2
Energy in eV: -71434.3110
<S²>: 0.750

***

[2]
Density functional theory data (ωB97M-V/def2-TZVPD) for a 10-piece molecular cluster, C40H80O30 overall at a distorted geometry.

Last column: Löwdin charge in e.
Element x y z (Å)
C (0.319, -2.837, -11.826)  -0.046
C (-1.020, -2.953, -11.006)  -0.224
O (-1.216, -4.303, -10.757)  0.003
C (-0.840, -4.868, -9.579)  -0.547
O (-0.264, -4.285, -8.683)  0.126
O (-1.217, -6.151, -9.687)  -0.002
C (-0.905, -7.109, -8.697)  -0.046
H (0.207, -3.156, -12.862)  0.070
H (0.961, -3.506, -11.253)  0.073
H (0.735, -1.836, -11.941)  0.070
H (-1.807, -2.604, -11.674)  0.117
H (-1.008, -2.356, -10.094)  0.121
H (-1.167, -6.668, -7.735)  0.095
H (0.154, -7.363, -8.641)  0.096
H (-1.452, -8.043, -8.829)  0.095
C (6.683, 5.754, -2.052)  -0.085
C (5.831, 6.827, -1.459)  -0.231
O (6.657, 7.755, -0.719)  0.001
C (6.877, 9.065, -1.182)  -0.507
O (6.288, 9.607, -2.118)  0.097
O (7.947, 9.552, -0.558)  -0.013
C (8.601, 10.687, -1.103)  -0.037
H (7.272, 5.217, -1.308)  0.077
H (7.393, 6.222, -2.734)  0.083
H (6.130, 4.975, -2.577)  0.082
H (5.032, 6.392, -0.858)  0.122
H (5.406, 7.308, -2.340)  0.115
H (9.050, 10.356, -2.040)  0.102
H (9.385, 10.920, -0.383)  0.096
H (7.948, 11.549, -1.235)  0.098
C (-6.707, 2.528, -0.019)  -0.062
C (-8.136, 2.185, 0.527)  -0.197
O (-8.819, 1.518, -0.502)  0.047
C (-10.040, 1.093, -0.256)  -0.551
O (-10.720, 1.095, 0.799)  0.080
O (-10.472, 0.505, -1.382)  -0.029
C (-11.669, -0.251, -1.499)  -0.033
H (-5.960, 1.768, 0.210)  0.067
H (-6.380, 3.492, 0.370)  0.069
H (-6.521, 2.568, -1.092)  0.071
H (-8.601, 3.120, 0.840)  0.127
H (-7.899, 1.543, 1.375)  0.126
H (-11.551, -1.136, -0.874)  0.098
H (-11.936, -0.521, -2.520)  0.094
H (-12.408, 0.428, -1.075)  0.094
C (5.972, 4.646, 10.068)  -0.070
C (6.026, 3.288, 10.641)  -0.271
O (6.204, 2.295, 9.693)  0.046
C (6.581, 1.055, 10.016)  -0.497
O (6.980, 0.690, 11.112)  0.116
O (6.485, 0.209, 8.908)  -0.031
C (6.678, -1.162, 8.958)  -0.087
H (4.991, 4.838, 9.631)  0.080
H (6.624, 4.844, 9.217)  0.086
H (6.230, 5.347, 10.861)  0.085
H (5.102, 3.029, 11.158)  0.135
H (6.763, 3.308, 11.444)  0.127
H (7.677, -1.243, 9.386)  0.092
H (6.753, -1.721, 8.026)  0.095
H (6.002, -1.693, 9.628)  0.097
C (-1.307, 8.265, 3.436)  -0.069
C (-1.793, 7.851, 4.777)  -0.253
O (-3.141, 7.602, 4.804)  0.020
C (-4.080, 8.545, 4.629)  -0.505
O (-3.926, 9.772, 4.481)  0.093
O (-5.271, 7.878, 4.625)  -0.021
C (-6.473, 8.606, 4.580)  -0.063
H (-1.586, 7.740, 2.522)  0.087
H (-0.223, 8.259, 3.320)  0.080
H (-1.650, 9.283, 3.254)  0.075
H (-1.599, 8.490, 5.639)  0.137
H (-1.406, 6.860, 5.016)  0.127
H (-7.237, 8.054, 4.031)  0.096
H (-6.515, 9.516, 3.981)  0.089
H (-6.542, 8.879, 5.633)  0.107
C (11.537, -2.518, 2.316)  -0.064
C (10.395, -1.645, 1.901)  -0.265
O (10.260, -0.649, 2.889)  -0.005
C (10.875, 0.589, 2.646)  -0.520
O (11.602, 0.842, 1.732)  0.140
O (10.560, 1.377, 3.706)  -0.006
C (11.131, 2.687, 3.814)  -0.049
H (11.453, -3.464, 1.781)  0.077
H (11.449, -2.785, 3.369)  0.087
H (12.408, -1.971, 1.955)  0.084
H (9.440, -2.170, 1.885)  0.122
H (10.516, -1.224, 0.902)  0.123
H (11.143, 3.188, 2.846)  0.091
H (12.113, 2.806, 4.273)  0.094
H (10.473, 3.323, 4.406)  0.089
C (-8.072, 0.903, -8.173)  -0.058
C (-8.643, -0.512, -8.105)  -0.239
O (-8.817, -1.012, -9.372)  0.051
C (-9.085, -2.262, -9.615)  -0.622
O (-9.212, -3.171, -8.795)  0.093
O (-9.338, -2.440, -10.894)  0.006
C (-9.892, -3.756, -11.382)  0.012
H (-7.150, 1.122, -8.711)  0.079
H (-7.991, 1.246, -7.142)  0.077
H (-8.814, 1.558, -8.631)  0.074
H (-9.627, -0.504, -7.635)  0.133
H (-8.002, -1.152, -7.499)  0.128
H (-9.179, -4.561, -11.558)  0.092
H (-10.284, -3.523, -12.372)  0.081
H (-10.814, -4.039, -10.873)  0.092
C (-0.171, -8.638, -0.200)  -0.070
C (-1.084, -7.462, -0.536)  -0.171
O (-2.240, -7.704, -1.423)  0.051
C (-3.302, -6.958, -1.328)  -0.573
O (-3.348, -5.895, -0.655)  0.055
O (-4.358, -7.435, -2.035)  -0.021
C (-5.550, -6.617, -2.373)  -0.009
H (-0.741, -9.434, 0.280)  0.074
H (0.506, -8.303, 0.586)  0.081
H (0.366, -9.096, -1.030)  0.076
H (-0.466, -6.736, -1.065)  0.124
H (-1.379, -7.010, 0.411)  0.121
H (-6.129, -7.056, -3.185)  0.087
H (-5.154, -5.654, -2.697)  0.088
H (-6.257, -6.376, -1.580)  0.088
C (-0.881, -3.422, 5.975)  -0.056
C (0.100, -4.490, 6.456)  -0.244
O (-0.652, -5.663, 6.465)  0.015
C (-0.067, -6.868, 6.311)  -0.577
O (1.186, -7.024, 6.239)  0.067
O (-1.021, -7.711, 6.356)  0.037
C (-0.678, -9.113, 6.297)  -0.008
H (-1.550, -3.345, 6.833)  0.073
H (-1.530, -3.768, 5.171)  0.079
H (-0.516, -2.423, 5.739)  0.076
H (0.577, -4.253, 7.407)  0.126
H (0.980, -4.630, 5.827)  0.116
H (-1.581, -9.700, 6.129)  0.090
H (-0.223, -9.438, 7.233)  0.106
H (-0.176, -9.337, 5.355)  0.100
C (-1.042, -0.074, -2.712)  -0.069
C (0.173, -0.681, -2.001)  -0.193
O (0.397, 0.095, -0.797)  0.041
C (1.408, -0.261, -0.042)  -0.575
O (2.162, -1.156, -0.271)  0.136
O (1.512, 0.641, 1.038)  -0.044
C (2.553, 0.450, 2.027)  -0.046
H (-0.849, 0.819, -3.307)  0.075
H (-1.777, 0.037, -1.915)  0.081
H (-1.471, -0.806, -3.395)  0.075
H (1.061, -0.672, -2.633)  0.128
H (-0.189, -1.695, -1.835)  0.125
H (2.255, 0.890, 2.979)  0.090
H (3.463, 0.884, 1.613)  0.091
H (2.774, -0.606, 2.176)  0.086

## Properties
Frontier orbital gap in eV: 10.7
ΔE to the lowest compared entry with this formula, charge and spin in eV: 7.0707
Energy in eV: -104197.4709